# 1
Molecular formula: CH6N2O3
Method: DFT, wB97M-V/def2-TZVPD

```
12
CH6N2O3 | the Open Molecules 2025 dataset | wB97M-V/def2-TZVPD
C 1.7155 0.8763 -0.1152
O 0.4685 1.0600 0.5144
N -0.6966 0.2976 -0.3337
N -0.9077 -0.6822 0.6178
O -0.1511 -1.7945 0.3070
O -2.4036 -0.9443 -0.0755
H 2.4641 1.4497 0.4421
H 1.7002 1.2377 -1.1494
H 2.0151 -0.1809 -0.0968
H -1.3709 1.0517 -0.2014
H 0.1233 -1.6073 -0.6126
H -2.9567 -0.7637 0.7032
```

Energy above the lowest of the compared OMol25 structures with the same formula, charge and spin (kJ/mol): 555.60
LUMO energy (eV): 0.7
Strongest force on any atom (hartree/bohr): 0.100

Results of the Mulliken charge analysis, in e, for atoms 1 through 6: C -0.466; O -0.320; N -0.335; N 0.177; O -0.310; O -0.511

***

# 2
Molecular formula: CH6N2OP2S
Method: DFT, wB97M-V/def2-TZVPD

```
13
CH6N2OP2S | the Open Molecules 2025 dataset | wB97M-V/def2-TZVPD
C 1.8215 2.1310 -0.8657
N -0.6801 -0.3443 0.8420
N 0.6151 1.5404 -0.2184
O -1.8264 -2.9775 0.6020
P 0.7121 -0.1257 0.1512
P -1.7262 -1.3205 1.5517
S -0.7649 -3.1559 -0.9363
H 2.2357 2.9225 -0.2188
H 2.5438 1.2969 -0.7505
H 1.5005 2.4894 -1.8525
H -0.2401 2.1320 -0.2334
H -1.6041 -3.7655 1.2724
H -2.5868 -0.8226 0.6564
```

Energy above the lowest of the compared OMol25 structures with the same formula, charge and spin (kJ/mol): 142.21
LUMO energy (eV): -0.4
Strongest force on any atom (hartree/bohr): 0.067

Results of the Mulliken charge analysis, in e, for atoms 1 through 6: C -0.647; N 0.059; N -0.307; O -0.500; P 0.172; P 0.076

***

# 3
Molecular formula: CH6N2OP2S
Method: DFT, wB97M-V/def2-TZVPD

```
13
CH6N2OP2S | the Open Molecules 2025 dataset | wB97M-V/def2-TZVPD
C 2.0359 0.1902 0.0156
N -1.7675 -1.6575 -0.4128
N 0.6967 -0.2134 -0.1363
O 1.7726 -0.9274 -2.5790
P -0.2806 -2.1501 -0.3968
P -2.9242 -1.6204 0.8728
S 0.4158 -0.7937 -2.1212
H 2.4032 0.6196 -0.9591
H 2.0654 0.9662 0.8073
H 2.7011 -0.6513 0.2683
H 0.1471 0.5774 -0.2407
H -4.0482 -1.8794 -0.0002
H -3.0801 -0.2701 0.6126
```

Energy above the lowest of the compared OMol25 structures with the same formula, charge and spin (kJ/mol): 186.66
LUMO energy (eV): -0.1
Strongest force on any atom (hartree/bohr): 0.064

Results of the Mulliken charge analysis, in e, for atoms 1 through 6: C -0.683; N -0.193; N -0.418; O -0.483; P 0.204; P -0.087

***

# 4
Molecular formula: CH6N2OPS
Method: DFT, wB97M-V/def2-TZVPD

```
12
CH6N2OPS | the Open Molecules 2025 dataset | wB97M-V/def2-TZVPD
N 1.0668 -1.4703 -0.0417
C 0.3544 0.1171 0.2396
N -0.9062 0.1509 0.6820
P -2.1901 1.2050 -0.0780
O 0.6771 0.8639 -0.8622
S 1.6270 1.2957 0.5822
H 2.1186 -1.2289 0.1963
H 1.0239 -1.7545 -1.0714
H 0.6391 -2.2347 0.5328
H -1.3320 -0.4875 1.3071
H -1.3435 2.3935 -0.1405
H -1.7351 1.1498 -1.3462
```

Energy above the lowest of the compared OMol25 structures with the same formula, charge and spin (kJ/mol): 190.62
LUMO energy (eV): -4.8
Strongest force on any atom (hartree/bohr): 0.055
Net charge: +1

Results of the Mulliken charge analysis, in e, for atoms 1 through 6: N -0.533; C 0.636; N -0.369; P 0.032; O -0.343; S 0.003

***

# 5
Molecular formula: CH6N2OS
Method: DFT, wB97M-V/def2-TZVPD

```
11
CH6N2OS | the Open Molecules 2025 dataset | wB97M-V/def2-TZVPD
C 1.1386 0.7058 1.0990
N -2.0335 -0.6413 -0.4415
N 0.0333 0.4285 1.6136
O 0.1998 -1.0746 -1.7989
S -0.9139 0.0820 -1.1993
H 1.1738 1.4932 0.3576
H 2.0930 0.2182 1.3253
H -1.9339 -0.5218 0.5571
H -0.1985 -1.9478 -1.8518
H 0.0466 -0.3167 2.3096
H -1.5836 0.1489 -2.4259
```

Energy above the lowest of the compared OMol25 structures with the same formula, charge and spin (kJ/mol): 179.75
LUMO energy (alpha / beta) (eV): 0.3 / -4.0
2S+1: 3
Strongest force on any atom (hartree/bohr): 0.080

Results of the Mulliken charge analysis, in e, for atoms 1 through 6: C -0.544; N -0.447; N -0.446; O -0.391; S 0.218; H 0.379

***

# 6
Molecular formula: CH6N2P2
Method: DFT, wB97M-V/def2-TZVPD

```
11
CH6N2P2 | the Open Molecules 2025 dataset | wB97M-V/def2-TZVPD
N 1.9838 -0.4654 1.3913
P 1.7536 0.8196 0.3215
C -0.4569 0.6181 0.1203
N -0.7446 -0.3146 -0.6160
P -2.4013 -0.6832 -1.1036
H 1.4957 -1.3362 1.2963
H 2.4665 -0.2629 2.3490
H 2.0449 -0.0465 -0.8717
H -0.9988 1.4040 0.7252
H -2.2322 -0.4675 -2.5609
H -2.9108 0.7347 -1.0513
```

Energy above the lowest of the compared OMol25 structures with the same formula, charge and spin (kJ/mol): 142.62
LUMO energy (eV): 0.8
Strongest force on any atom (hartree/bohr): 0.096

Results of the Mulliken charge analysis, in e, for atoms 1 through 6: N -0.466; P 0.002; C -0.078; N -0.356; P -0.089; H 0.238

***

# 7
Molecular formula: CH6N2S
Method: DFT, wB97M-V/def2-TZVPD

```
10
CH6N2S | the Open Molecules 2025 dataset | wB97M-V/def2-TZVPD
S 2.2874 0.1236 0.3047
H 2.6855 0.9184 1.3063
N -1.2427 0.6762 0.3389
C -0.5948 0.0528 -0.6458
N -0.3434 -1.2340 -0.5339
H -0.7670 0.6210 1.2343
H -1.5032 1.6418 0.1662
H -0.2452 0.5943 -1.5182
H 0.5764 -1.5839 -0.7781
H -0.8532 -1.8102 0.1257
```

Energy above the lowest of the compared OMol25 structures with the same formula, charge and spin (kJ/mol): 0.00
LUMO energy (alpha / beta) (eV): -5.0 / -6.9
2S+1: 2
Strongest force on any atom (hartree/bohr): 0.020
Net charge: +1

Results of the Mulliken charge analysis, in e, for atoms 1 through 6: S -0.173; H 0.217; N -0.425; C 0.165; N -0.309; H 0.295

***

# 8
Molecular formula: CH6N2Si
Method: DFT, wB97M-V/def2-TZVPD

```
10
CH6N2Si | the Open Molecules 2025 dataset | wB97M-V/def2-TZVPD
C 0.5098 1.0083 -0.1684
N 0.9071 -2.7757 0.1200
N 0.2742 -1.8679 -0.4246
Si -0.6370 -0.4752 -0.0612
H -0.1038 1.8236 0.2487
H 1.4563 1.1264 0.2396
H 0.7686 1.2217 -1.1178
H 1.3648 -3.5348 -0.5079
H -1.5594 0.0650 2.1623
H -1.6892 -0.5770 -0.9157
```

Energy above the lowest of the compared OMol25 structures with the same formula, charge and spin (kJ/mol): 445.45
LUMO energy (alpha / beta) (eV): -0.4 / -0.4
Strongest force on any atom (hartree/bohr): 0.105

Results of the Mulliken charge analysis, in e, for atoms 1 through 6: C -1.090; N -0.399; N 0.224; Si 0.104; H 0.280; H 0.422

***

# 9
Molecular formula: CH6N3
Method: DFT, wB97M-V/def2-TZVPD

```
10
CH6N3 | the Open Molecules 2025 dataset | wB97M-V/def2-TZVPD
N -1.9615 0.1851 0.0740
C -0.6579 -0.1941 0.1400
N 0.3660 0.5676 -0.0807
N 1.6729 0.1110 0.0497
H -2.6268 -0.5512 0.0196
H -2.1791 0.8729 -0.6061
H -0.4635 -1.1081 0.6617
H 1.8692 0.2165 -1.0944
H 1.7554 -0.8285 0.2561
H 2.2253 0.7288 0.5800
```

Energy above the lowest of the compared OMol25 structures with the same formula, charge and spin (kJ/mol): 294.17
LUMO energy (eV): -4.0
Strongest force on any atom (hartree/bohr): 0.129
Net charge: +1

Results of the Mulliken charge analysis, in e, for atoms 1 through 6: N -0.365; C 0.041; N -0.604; N -0.049; H 0.280; H 0.294

***

# 10
Molecular formula: CH6N3
Method: DFT, wB97M-V/def2-TZVPD

```
10
CH6N3 | the Open Molecules 2025 dataset | wB97M-V/def2-TZVPD
C -1.3990 0.4329 0.1205
N 1.0414 1.0996 0.5076
N 0.7949 -0.9968 -0.2649
N 0.4275 0.1610 0.1267
H -1.6043 1.3833 0.3157
H -1.9099 -0.2896 0.7229
H -1.3816 0.2061 -0.9633
H 2.1153 0.9552 0.5585
H 0.1429 -1.6313 -0.7718
H 1.7728 -1.3203 -0.3520
```

Energy above the lowest of the compared OMol25 structures with the same formula, charge and spin (kJ/mol): 487.92
LUMO energy (eV): -4.5
Strongest force on any atom (hartree/bohr): 0.132
Net charge: +1

Results of the Mulliken charge analysis, in e, for atoms 1 through 6: C -0.578; N -0.652; N -0.423; N 0.796; H 0.351; H 0.290

***

# 11
Molecular formula: CH6N3
Method: DFT, wB97M-V/def2-TZVPD

```
10
CH6N3 | the Open Molecules 2025 dataset | wB97M-V/def2-TZVPD
N 1.2545 0.0973 0.0894
N 0.0218 0.4869 -0.6429
C -1.0606 -0.5558 -0.1209
N -0.9214 0.7200 0.4540
H 1.0934 -0.4639 0.8718
H 1.8377 0.8669 0.2076
H 1.7944 -0.4657 -0.4992
H -0.7409 -1.3825 0.4497
H -1.8018 -0.7232 -0.7970
H -1.4770 1.4201 -0.0126
```

Energy above the lowest of the compared OMol25 structures with the same formula, charge and spin (kJ/mol): 465.71
LUMO energy (eV): -3.8
Strongest force on any atom (hartree/bohr): 0.064
Net charge: +1

Results of the Mulliken charge analysis, in e, for atoms 1 through 6: N -0.150; N -0.252; C -0.079; N -0.326; H 0.349; H 0.331

***

# 12
Molecular formula: CH6N3O
Method: DFT, wB97M-V/def2-TZVPD

```
11
CH6N3O | the Open Molecules 2025 dataset | wB97M-V/def2-TZVPD
C -0.8971 0.4741 0.0393
N -1.8440 -0.4614 0.0125
N 2.0256 0.4159 0.0357
N 1.0101 -0.3968 0.0622
O 1.0210 -1.6058 0.0401
H -0.8744 1.1518 0.8068
H -0.6226 0.9564 -0.8409
H -2.6017 -0.5957 0.6671
H -1.7755 -1.2675 -0.6029
H 1.6432 1.3227 -0.1436
H 2.9153 0.0062 -0.0762
```

Energy above the lowest of the compared OMol25 structures with the same formula, charge and spin (kJ/mol): 284.54
LUMO energy (eV): -4.5
Strongest force on any atom (hartree/bohr): 0.055
Net charge: +1

Results of the Mulliken charge analysis, in e, for atoms 1 through 6: C -0.220; N -0.297; N -0.289; N 0.423; O -0.421; H 0.393

***

Q: Which of these has the lowest strongest force on any atom?
A: CH6N2S

***

Q: Among the records above, which one has the lowest strongest force on any atom?
A: CH6N2S